Here is C56H53BiBrIN3O3P2S2 as an isolated structure from the OMol25 dataset. Energies are from wB97M-V/def2-TZVPD.

Results
Charge: +1
HOMO level (eV): -9.684
Orbital gap (eV): 7.569
Relative energy (zero: lowest compared OMol25 entry of this formula, charge and spin) (kcal per mole): 3.1
DFT total energy (Eh): -7121.02065

Each line ends with the Löwdin charge.
Atoms and positions in Å:
Bi -0.172 -0.200 0.305  1.74
C 2.298 -2.840 0.542  -0.28
P 2.577 -1.320 -0.451  0.98
C 2.991 -1.860 -2.136  -0.39
C 3.275 -0.857 -3.067  -0.12
C 3.641 -1.184 -4.362  -0.07
C 3.721 -2.518 -4.745  -0.07
C 3.427 -3.517 -3.830  -0.09
C 3.059 -3.192 -2.530  -0.09
C 4.158 -0.715 0.219  -0.36
C 4.114 0.066 1.374  -0.12
C 5.288 0.466 1.994  -0.08
C 6.515 0.098 1.459  -0.08
C 6.565 -0.669 0.303  -0.07
C 5.393 -1.076 -0.317  -0.07
C 0.896 -3.338 0.382  -0.41
C 0.454 -4.617 0.143  -0.05
C -0.955 -4.548 -0.031  -0.04
C -1.304 -3.230 0.108  -0.42
C -2.613 -2.535 -0.119  -0.25
P -2.200 -1.213 -1.324  1.00
C -1.812 -2.074 -2.863  -0.34
C -0.518 -2.550 -3.058  -0.08
C -0.202 -3.255 -4.209  -0.05
C -1.176 -3.484 -5.169  -0.06
C -2.470 -3.018 -4.977  -0.07
C -2.791 -2.316 -3.826  -0.08
C -3.659 -0.209 -1.680  -0.37
C -4.783 -0.245 -0.861  -0.08
C -5.841 0.623 -1.083  -0.06
C -5.793 1.522 -2.139  -0.07
C -4.688 1.546 -2.978  -0.06
C -3.623 0.690 -2.747  -0.11
N -0.180 -2.475 0.368  -0.17
H 2.516 -2.507 1.560  0.05
H 3.019 -3.622 0.299  0.10
H 3.227 0.184 -2.763  0.06
H 3.870 -0.401 -5.073  0.11
H 4.012 -2.775 -5.754  0.11
H 3.484 -4.557 -4.126  0.11
H 2.821 -3.984 -1.832  0.10
H 3.155 0.348 1.791  0.07
H 5.244 1.074 2.889  0.11
H 7.431 0.415 1.940  0.11
H 7.521 -0.953 -0.119  0.11
H 5.441 -1.676 -1.217  0.11
H 1.074 -5.498 0.092  0.10
H -1.628 -5.363 -0.245  0.10
H -2.986 -2.062 0.791  0.06
H -3.368 -3.220 -0.504  0.11
H 0.243 -2.388 -2.302  0.08
H 0.806 -3.621 -4.353  0.09
H -0.928 -4.030 -6.070  0.11
H -3.231 -3.203 -5.724  0.11
H -3.800 -1.953 -3.679  0.11
H -4.843 -0.949 -0.043  0.09
H -6.704 0.593 -0.430  0.11
H -6.618 2.201 -2.311  0.11
H -4.649 2.239 -3.808  0.11
H -2.760 0.718 -3.404  0.11
C -8.051 0.787 3.959  -0.04
C -6.619 0.889 3.514  -0.26
C -5.934 2.098 3.564  -0.02
C -4.608 2.187 3.166  -0.06
C -3.964 1.054 2.695  -0.27
C -4.618 -0.171 2.668  -0.06
C -5.938 -0.246 3.072  -0.03
S -2.291 1.183 2.146  0.56
O -1.700 -0.165 2.327  -0.49
O -1.685 2.250 2.903  -0.28
N -2.173 1.335 0.586  -0.26
C -2.371 2.513 -0.134  -0.26
C -3.300 3.481 0.153  0.00
C -3.477 4.594 -0.695  -0.05
C -2.753 4.737 -1.840  -0.04
C -1.794 3.755 -2.183  -0.15
C -1.037 3.804 -3.374  0.01
C -0.159 2.802 -3.667  -0.06
C -0.014 1.748 -2.748  -0.24
N -0.680 1.679 -1.619  -0.03
C -1.588 2.654 -1.325  -0.18
H -8.464 1.766 4.195  0.08
H -8.134 0.162 4.849  0.09
H -8.669 0.333 3.184  0.09
H -6.439 2.982 3.933  0.12
H -4.069 3.122 3.240  0.11
H -4.080 -1.060 2.371  0.10
H -6.447 -1.202 3.061  0.12
H -3.926 3.382 1.026  0.09
H -4.217 5.337 -0.430  0.11
H -2.901 5.586 -2.495  0.12
H -1.171 4.640 -4.049  0.13
H 0.427 2.807 -4.575  0.11
H 0.677 0.936 -2.957  0.09
C 1.897 -3.274 4.339  -0.12
C 2.045 -1.772 4.539  -0.38
S 0.644 -0.906 3.801  0.98
O 1.131 -0.546 2.393  -0.73
C 0.709 0.644 4.713  -0.37
C 2.021 1.396 4.572  -0.12
H 2.775 -3.788 4.729  0.08
H 1.789 -3.538 3.288  0.06
H 1.020 -3.651 4.865  0.08
H 2.937 -1.364 4.059  0.09
H 2.065 -1.513 5.599  0.10
H 0.473 0.375 5.745  0.10
H -0.126 1.226 4.315  0.06
H 2.860 0.852 5.006  0.07
H 1.944 2.356 5.082  0.09
H 2.235 1.596 3.524  0.03
Br 3.596 4.115 2.151  0.74
C 4.927 3.626 0.903  -0.75
C 6.254 3.834 1.256  -0.13
C 7.267 3.466 0.386  -0.08
C 6.957 2.883 -0.833  -0.08
C 5.633 2.679 -1.186  -0.16
C 4.611 3.057 -0.324  -0.74
I 2.647 2.784 -0.967  1.02
H 6.482 4.286 2.211  0.10
H 8.298 3.637 0.665  0.11
H 7.743 2.586 -1.513  0.11
H 5.388 2.231 -2.140  0.09

Force components x, y, z for each atom (eV/Å):
Bi 0.0 0.0 0.0
C 0.0 0.0 0.1
P 0.0 0.0 -0.1
C 0.1 0.0 0.0
C 0.0 0.0 0.0
C 0.0 0.0 0.0
C 0.0 0.0 0.0
C 0.0 0.0 0.0
C 0.0 0.0 0.0
C 0.0 0.0 0.0
C 0.0 0.0 0.0
C 0.0 0.0 0.0
C 0.0 0.0 0.0
C 0.0 0.0 0.0
C 0.0 0.0 0.0
C 0.1 0.0 0.0
C 0.0 0.0 0.0
C 0.0 0.0 0.0
C 0.0 0.1 0.0
C 0.0 0.0 0.0
P -0.2 0.1 0.0
C 0.0 0.0 0.0
C 0.0 0.0 0.0
C 0.0 0.0 0.0
C 0.0 0.0 0.0
C 0.0 0.0 0.0
C 0.0 0.0 0.0
C 0.0 0.0 0.0
C 0.0 0.0 0.0
C 0.0 0.0 0.0
C 0.0 0.0 0.0
C 0.0 0.0 0.0
C 0.0 0.0 0.0
N 0.0 0.1 0.0
H 0.0 0.0 0.0
H 0.0 0.0 0.0
H 0.0 0.0 0.0
H 0.0 0.0 0.0
H 0.0 0.0 0.0
H 0.0 0.0 0.0
H 0.0 0.0 0.0
H 0.0 0.0 0.0
H 0.0 0.0 0.0
H 0.0 0.0 0.0
H 0.0 0.0 0.0
H 0.0 0.0 0.0
H 0.0 0.0 0.0
H 0.0 0.0 0.0
H 0.0 0.0 0.0
H 0.0 0.0 0.0
H 0.0 0.0 0.0
H 0.0 0.0 0.0
H 0.0 0.0 0.0
H 0.0 0.0 0.0
H 0.0 0.0 0.0
H 0.0 0.0 0.0
H 0.0 0.0 0.0
H 0.0 0.0 0.0
H 0.0 0.0 0.0
H 0.0 0.0 0.0
C 0.0 0.0 0.0
C 0.0 0.0 0.0
C 0.0 0.0 0.0
C 0.0 0.0 0.0
C 0.0 -0.1 0.0
C 0.0 0.0 0.0
C 0.0 0.0 0.0
S 0.1 0.0 0.0
O -0.1 -0.1 0.0
O -0.1 0.0 0.0
N 0.1 0.1 0.0
C 0.0 -0.1 0.0
C 0.0 0.0 0.0
C 0.0 0.0 0.1
C 0.0 0.0 -0.1
C 0.0 -0.1 0.0
C 0.0 0.1 0.0
C 0.0 0.0 -0.1
C 0.0 0.0 0.0
N 0.0 0.0 0.0
C 0.0 0.0 0.0
H 0.0 0.0 0.0
H 0.0 0.0 0.0
H 0.0 0.0 0.0
H 0.0 0.0 0.0
H 0.0 0.0 0.0
H 0.0 0.0 0.0
H 0.0 0.0 0.0
H 0.0 0.0 0.0
H 0.0 0.0 0.0
H 0.0 0.0 0.0
H 0.0 0.0 0.0
H 0.0 0.0 0.0
H 0.0 0.0 0.0
C 0.0 0.0 0.0
C 0.0 0.0 -0.1
S 0.0 0.1 -0.1
O 0.0 -0.1 0.1
C 0.0 0.0 0.0
C 0.0 0.0 0.0
H 0.0 0.0 0.0
H 0.0 0.0 0.0
H 0.0 0.0 0.0
H 0.0 0.0 0.0
H 0.0 0.0 0.0
H 0.0 0.0 0.0
H 0.0 0.0 0.0
H 0.0 0.0 0.0
H 0.0 0.0 0.0
H 0.0 0.0 0.0
Br 0.0 0.0 0.0
C 0.0 0.0 0.0
C 0.0 0.0 0.0
C 0.0 0.0 0.0
C 0.0 0.0 0.0
C 0.0 0.0 0.0
C 0.0 0.0 0.0
I 0.0 0.0 0.1
H 0.0 0.0 0.0
H 0.0 0.0 0.0
H 0.0 0.0 0.0
H 0.0 0.0 0.0